109
Properties=species:S:1:pos:R:3:lowdin_charge:R:1 method="wB97M-V/def2-TZVPD" total_energy_ha=-11372.9310 total_charge=+1
C -1.7179 2.3216 3.0550 -0.1054
N -3.1075 1.7310 2.9640 -0.0531
C -3.0206 0.2567 2.5108 -0.1589
N -2.4258 -0.6898 3.5006 -0.4606
S -3.4993 -1.8352 4.2036 0.8318
C -1.0512 -1.1845 3.1851 -0.1983
O -0.1080 -0.5168 4.1057 -0.0176
C -0.2930 -0.9499 5.4991 -0.2266
F -0.5139 -2.4175 5.6655 0.0176
F 1.0178 -0.6638 6.1941 0.0309
F -1.3037 -0.1192 6.2539 0.0221
N -3.5017 -0.0675 1.2364 -0.0052
C -3.5003 -1.4966 0.7478 -0.1405
C -3.0463 -1.7154 -0.8089 -0.2360
C -1.8892 -2.8707 -1.0361 -0.4308
S -2.2288 -3.5764 -2.7793 0.8313
C -0.9239 -3.0042 -3.9945 -0.9686
S -0.7556 -3.7421 -5.5463 0.6379
N 0.0132 -1.8823 -3.6067 -0.2057
C 0.2064 -0.8660 -4.7105 -0.1903
C 1.4331 -0.9553 -5.8224 -0.0061
C 1.6174 0.2062 -6.9784 -0.0381
C 0.5224 1.4687 -6.9764 -0.0535
C -0.7248 1.6105 -5.9135 -0.1047
C -0.8647 0.4060 -4.7784 0.0001
C 1.3236 -2.3832 -3.0343 -0.1742
C 1.9404 -3.9033 -3.2283 -0.0023
C 3.3658 -4.2907 -2.4955 -0.0628
C 4.2465 -3.2229 -1.5675 -0.2128
C 3.5948 -1.7069 -1.3674 -0.1549
C 2.1695 -1.2946 -2.0958 -0.0068
C -4.1173 0.9766 0.2877 -0.0652
C -3.0574 2.1008 -0.2487 -0.2652
C -1.7507 1.8618 -1.2056 -0.0839
N -3.2599 3.4153 0.1915 0.1037
H -1.2847 1.9895 4.1157 0.1050
H -1.8054 3.5049 2.9892 0.1111
H -1.0954 1.8594 2.1614 0.1054
H -3.6356 1.7815 3.8637 0.0275
H -4.6520 -1.1309 4.6406 -0.0606
H -0.9269 -2.3547 3.1387 0.1655
H -0.7692 -0.7927 2.0943 0.1724
H -4.6356 -1.8627 0.8138 0.1651
H -2.8916 -2.2528 1.3998 0.1098
H -3.9986 -2.0988 -1.4186 0.1130
H -2.6767 -0.7577 -1.3681 0.0925
H -0.7857 -2.4487 -0.9886 0.0936
H -2.0895 -3.7663 -0.3056 0.0917
H 2.1816 -1.8656 -5.7786 0.0941
H 2.4724 0.2252 -7.7927 0.0913
H 0.6321 2.3101 -7.7852 0.0747
H -1.4933 2.4955 -5.8820 -0.0246
H -1.7224 0.4103 -3.9639 0.0629
H 1.3739 -4.7143 -3.8530 0.0679
H 3.8436 -5.3693 -2.6203 0.0935
H 5.2722 -3.5494 -1.0945 0.0905
H 4.1419 -0.8925 -0.7265 0.0854
H 1.7103 -0.2052 -1.9621 0.0918
H -4.9277 1.5419 0.9585 0.1572
H -4.7637 0.4660 -0.5769 0.1631
H -2.0835 1.8383 -2.3426 0.0641
H -0.9204 2.7025 -1.1246 0.1010
H -1.1868 0.8408 -0.9926 0.0764
H -2.4723 3.9794 -0.2217 0.0444
C -1.5095 5.4715 -5.4132 -1.0310
Cl -1.2846 4.2043 -4.2014 0.5563
Cl -1.6105 4.7858 -7.0394 0.5408
H -2.4348 6.0109 -5.1965 -0.0985
H -0.6621 6.1600 -5.3694 0.0320
C 1.6114 -4.5323 7.0353 -1.0435
Cl 1.7240 -5.6111 5.6394 0.5071
Cl 3.2108 -4.1927 7.7073 0.5345
H 1.1502 -3.5925 6.7223 -0.0046
H 0.9963 -5.0074 7.8034 -0.0540
C -0.7232 -8.2038 6.9632 -1.0261
Cl -0.4357 -6.9329 8.1579 0.5449
Cl -1.3036 -9.6839 7.7362 0.5180
H -1.4742 -7.8574 6.2490 0.0301
H 0.2119 -8.4186 6.4402 0.0216
C -3.3271 4.9465 5.6633 -1.0200
Cl -4.2446 3.4469 5.4782 0.5530
Cl -3.9761 5.9307 6.9805 0.5386
H -2.2850 4.7013 5.8826 0.0315
H -3.3841 5.5157 4.7323 0.0334
C 6.1571 -2.7905 5.3547 -1.0236
Cl 6.2697 -3.8693 3.9588 0.5001
Cl 7.7565 -2.4509 6.0267 0.5256
H 5.6959 -1.8506 5.0417 0.0283
H 5.5420 -3.2655 6.1227 -0.0135
C 8.0430 1.1109 4.6466 -1.0380
Cl 8.0301 0.8317 2.9011 0.4934
Cl 6.7390 2.2042 5.1255 0.4893
H 7.9130 0.1555 5.1607 -0.0337
H 9.0009 1.5544 4.9288 0.0331
C -2.1705 8.0202 -8.7170 -1.0208
Cl -3.3924 8.2744 -7.4651 0.5053
Cl -0.5551 7.8875 -8.0114 0.4999
H -2.4001 7.0979 -9.2562 0.0235
H -2.1883 8.8661 -9.4085 0.0318
C 6.8873 -2.2024 -4.3988 -0.9795
Cl 5.6654 -1.9482 -3.1469 0.6501
Cl 8.5027 -2.3352 -3.6932 0.5078
H 6.6577 -3.1247 -4.9380 0.0335
H 6.8695 -1.3565 -5.0903 0.0298
C -4.1225 5.6946 -2.7683 -1.0234
Cl -5.6816 6.2302 -2.1301 0.5278
Cl -3.2665 7.0257 -3.5558 0.5882
H -3.5119 5.3166 -1.9448 -0.0015
H -4.2913 4.8988 -3.4980 0.0293